(1)
DFT (ωB97M-V/def2-TZVPD) results for a molecular structure, C31H49NO4P2Ru at a distorted geometry.

The geometry in ORCA input format:
```
! wB97M-V def2-TZVPD RIJCOSX def2/J DEFGRID3
* xyz 2 5
Ru 2.941 -0.711 0.201
C 0.789 0.402 3.052
C 2.136 0.701 2.712
C 0.750 1.990 1.390
C -0.059 1.223 2.265
C 2.115 1.669 1.654
C 0.364 -0.584 4.077
H 1.066 -1.426 4.133
H -0.639 -0.979 3.866
H 0.334 -0.110 5.068
C -1.535 1.340 2.380
H -1.952 0.594 3.065
H -2.009 1.217 1.393
H -1.831 2.336 2.750
C 0.243 2.960 0.390
H -0.036 3.910 0.874
H -0.656 2.573 -0.114
H 1.000 3.186 -0.371
C 3.324 2.329 1.095
H 3.846 2.910 1.874
H 3.058 3.011 0.277
H 4.042 1.584 0.698
C 3.340 0.205 3.420
H 3.486 0.709 4.391
H 4.245 0.372 2.823
H 3.262 -0.870 3.630
C 2.045 -2.431 -0.271
C 2.383 -2.322 1.141
C 3.605 -2.984 1.689
C 4.968 -2.292 1.278
C 4.817 -1.157 0.311
C 4.323 -1.391 -1.032
C 4.164 -2.798 -1.576
C 2.806 -3.403 -1.153
H 3.618 -4.049 1.398
H 5.674 -3.031 0.858
H 3.521 -2.910 2.785
H 2.947 -4.370 -0.644
H 0.966 -2.412 -0.488
H 1.527 -2.178 1.820
H 2.212 -3.620 -2.057
H 4.198 -2.764 -2.679
H 4.678 -0.705 -1.816
H 5.012 -3.429 -1.267
H 5.406 -1.865 2.197
H 5.475 -0.285 0.470
P -1.884 -1.968 0.627
C -3.562 -1.708 1.348
H -4.192 -2.588 1.142
H -4.011 -0.812 0.893
H -3.473 -1.554 2.433
C -2.410 -2.556 -1.027
H -3.070 -3.425 -0.899
H -1.520 -2.830 -1.607
H -2.944 -1.729 -1.553
C -1.543 -3.600 1.411
H -0.615 -4.013 1.000
H -2.384 -4.279 1.212
H -1.420 -3.465 2.495
P 0.518 0.197 -2.372
C 2.111 1.131 -2.437
H 2.609 0.926 -3.395
H 2.780 0.769 -1.616
H 1.948 2.212 -2.311
C 0.942 -1.117 -3.582
H 1.771 -1.732 -3.197
H 1.241 -0.623 -4.517
H 0.057 -1.756 -3.718
C -0.607 1.300 -3.290
H -0.120 1.608 -4.228
H -0.820 2.154 -2.624
H -1.545 0.739 -3.437
O -3.674 -0.186 -2.101
C -3.385 0.804 -1.365
O -2.394 0.898 -0.576
C -4.319 1.985 -1.471
C -5.347 1.981 -2.441
C -6.244 3.040 -2.534
C -6.132 4.127 -1.639
C -5.097 4.158 -0.679
C -4.203 3.094 -0.602
N -7.103 5.167 -1.671
O -8.024 5.103 -2.518
O -7.004 6.107 -0.848
H -5.443 1.137 -3.120
H -7.036 3.038 -3.276
H -5.023 5.011 -0.007
H -3.403 3.110 0.140
*
```

Gap between HOMO and LUMO (spin up / spin down) (hartree): 0.2514 / 0.1615
LUMO (spin up / spin down) (eV): -6.79 / -9.11
<S²>: 6.020

---

(2)
DFT (ωB97M-V/def2-TZVPD) results for 2 unconnected molecules or ions with the total composition C6H11Cl3O5S at a distorted geometry.

The geometry in ORCA input format:
```
! wB97M-V def2-TZVPD RIJCOSX def2/J DEFGRID3
* xyz 0 1
C 3.028 0.123 -0.682
C 2.952 1.654 -0.018
C 2.018 2.539 -1.033
O 2.617 2.999 -2.158
O 0.583 2.859 -0.839
C -0.038 1.811 -0.001
C -1.687 1.781 -0.073
O -2.240 1.205 -1.301
S -2.476 -0.474 -1.221
O -3.140 -0.913 0.142
O -0.964 -1.335 -1.206
H 3.957 -0.479 -0.236
H 3.034 0.160 -1.857
H 2.079 -0.522 -0.383
H 2.526 1.543 1.076
H 4.039 2.100 0.099
H 0.333 0.783 -0.417
H 0.290 1.964 1.127
H -2.021 2.928 -0.067
H -2.087 1.332 0.929
H -0.601 -1.375 -0.274
C -2.492 -4.037 1.647
Cl -3.620 -4.940 2.671
Cl -1.019 -3.635 2.547
Cl -2.096 -4.964 0.189
H -2.974 -3.105 1.342
*
```

Gap between HOMO and LUMO (hartree): 0.3875
LUMO (eV): 0.04

---

(3)
DFT (ωB97M-V/def2-TZVPD) results for 2 unconnected molecules or ions with the total composition C7H14O2.

The geometry in ORCA input format:
```
! wB97M-V def2-TZVPD RIJCOSX def2/J DEFGRID3
* xyz 0 1
C 0.659 1.833 1.555
C -0.607 1.987 0.713
C -0.114 1.523 -0.652
O 0.875 0.515 -0.399
C 1.235 0.541 0.990
H 0.471 1.781 2.645
H 1.349 2.679 1.372
H -1.015 3.016 0.697
H -1.404 1.316 1.088
H 0.349 2.357 -1.215
H -0.907 1.086 -1.288
H 0.804 -0.345 1.496
H 2.337 0.471 1.070
C -0.971 -1.428 -1.879
C -0.797 -1.600 -0.387
C 0.362 -2.463 0.054
O -1.551 -1.073 0.415
H -1.844 -0.789 -2.093
H -1.124 -2.407 -2.362
H -0.074 -0.956 -2.315
H 0.252 -3.485 -0.347
H 1.314 -2.042 -0.313
H 0.404 -2.519 1.155
*
```

Gap between HOMO and LUMO (hartree): 0.3864
LUMO (eV): 0.97
Structure (SMILES): C1CCOC1.CC(C)=O

---

(4)
DFT (ωB97M-V/def2-TZVPD) results for a single C4H11NSi molecule at a distorted geometry.

The geometry in ORCA input format:
```
! wB97M-V def2-TZVPD RIJCOSX def2/J DEFGRID3
* xyz 0 1
C -2.477 0.678 0.319
C -1.587 0.815 -0.835
Si 0.234 0.029 -0.294
C -0.060 -1.636 0.482
N 1.753 0.720 -0.242
C 3.104 0.487 -0.121
H -2.446 -0.350 0.609
H -3.426 1.115 0.052
H -2.270 1.345 1.205
H -1.633 1.827 -1.387
H -1.805 0.023 -1.649
H 1.003 -2.124 0.542
H -0.424 -1.617 1.529
H -0.547 -2.383 -0.072
H 3.318 -0.336 0.619
H 3.491 0.080 -0.976
H 3.773 1.326 0.218
*
```

Gap between HOMO and LUMO (hartree): 0.3117
LUMO (eV): 0.51
Structure (SMILES): CC/[Si](C)=N/C

---

(5)
DFT (ωB97M-V/def2-TZVPD) results for a molecular structure, C12H18BiCl2N2 at a distorted geometry.

The geometry in ORCA input format:
```
! wB97M-V def2-TZVPD RIJCOSX def2/J DEFGRID3
* xyz -1 1
Bi 2.325 -0.144 -0.795
Cl 0.302 -1.695 -0.617
Cl 1.759 2.084 0.251
C 4.384 -0.766 -0.749
H 5.179 0.000 -0.775
H 4.669 -1.549 -1.453
C -0.618 1.696 -2.221
C 0.552 1.131 -2.438
H -0.626 2.685 -1.776
C 0.713 0.058 -3.472
H 1.453 1.671 -2.078
C -0.546 -0.070 -4.395
H 1.610 0.127 -4.130
H 0.776 -0.865 -2.838
C -1.812 -0.111 -3.572
H -0.631 0.778 -5.096
H -0.491 -0.954 -5.038
C -1.871 0.992 -2.483
H -2.710 -0.025 -4.185
H -1.875 -1.050 -3.018
H -2.743 1.665 -2.595
H -1.969 0.517 -1.500
N -1.267 -0.670 6.170
C -0.838 -0.541 4.900
C -0.469 -1.682 4.143
C -0.024 -1.499 2.831
N 0.116 -0.282 2.296
C -0.253 0.806 2.973
C -0.741 0.733 4.285
H -1.336 -1.566 6.623
H -1.546 0.151 6.723
H -0.528 -2.687 4.569
H 0.229 -2.343 2.182
H -0.146 1.765 2.459
H -1.027 1.639 4.820
*
```

Gap between HOMO and LUMO (spin up / spin down) (hartree): 0.2065 / 0.2058
LUMO (spin up / spin down) (eV): 2.82 / 2.82

---

(6)
DFT (ωB97M-V/def2-TZVPD) results for 2 unconnected molecules or ions with the total composition C2H5N3O3 at a distorted geometry.

The geometry in ORCA input format:
```
! wB97M-V def2-TZVPD RIJCOSX def2/J DEFGRID3
* xyz 0 1
C -0.464 -0.775 0.468
C 2.055 0.895 -0.231
H -2.188 1.397 -0.816
H -3.578 -0.302 -0.660
H -2.438 -0.256 1.607
H -0.415 -0.672 -1.654
H 3.134 0.907 -0.675
N -2.369 -0.112 -0.702
N -1.833 -0.682 0.579
N 0.004 0.049 -0.689
O 0.236 -1.326 1.269
O 1.304 0.003 -0.872
O 1.625 1.751 0.410
*
```

Gap between HOMO and LUMO (hartree): 0.3561
LUMO (eV): -0.08

---

(7)
DFT (ωB97M-V/def2-TZVPD) results for a molecular structure, C3H4N3S at a distorted geometry.

The geometry in ORCA input format:
```
! wB97M-V def2-TZVPD RIJCOSX def2/J DEFGRID3
* xyz 1 1
C -0.649 2.314 0.837
C 0.391 2.626 -0.213
C 0.291 -0.871 -0.288
N -0.909 1.125 1.034
N 0.846 1.422 -0.742
N 0.261 0.462 -0.309
S 0.885 4.095 -0.538
H -0.987 3.109 1.388
H 0.688 -1.285 0.587
H 0.941 -1.181 -1.199
H -0.711 -1.127 -0.336
*
```

Gap between HOMO and LUMO (hartree): 0.2737
LUMO (eV): -7.46

---

(8)
DFT (ωB97M-V/def2-TZVPD) results for 2 unconnected molecules or ions with the total composition C3H7NO3S at a distorted geometry.

The geometry in ORCA input format:
```
! wB97M-V def2-TZVPD RIJCOSX def2/J DEFGRID3
* xyz -2 1
O -0.658 2.374 -0.089
C -1.019 1.184 -0.003
O -2.180 0.745 0.205
C 0.057 0.075 -0.232
C 0.247 0.076 -1.821
S -0.196 -1.443 -2.742
N -0.352 -1.224 0.325
H 1.028 0.201 0.253
H -0.314 0.920 -2.223
H 1.298 0.318 -2.027
H -0.224 -1.915 -0.387
H -1.341 -1.110 0.493
H 0.692 0.293 3.159
H 1.482 -0.239 2.066
O 1.480 -0.256 3.022
*
```

Gap between HOMO and LUMO (hartree): 0.2082
LUMO (eV): 6.25

---

(9)
DFT (ωB97M-V/def2-TZVPD) results for a single C6H9IO2 molecule at a distorted geometry.

The geometry in ORCA input format:
```
! wB97M-V def2-TZVPD RIJCOSX def2/J DEFGRID3
* xyz 0 3
C 0.403 1.067 -0.566
C 1.237 2.041 -0.858
C -0.663 -1.168 -0.542
C -0.826 0.320 -0.891
C 1.044 -0.352 1.220
C -0.174 -1.250 0.970
O -1.368 0.553 -2.155
O -1.250 -0.905 1.824
I 3.062 -0.865 0.991
H 2.115 2.105 -0.252
H 1.173 2.557 -1.702
H -1.586 -1.810 -0.679
H 0.120 -1.853 -1.119
H -1.661 0.577 -0.269
H 0.846 0.306 2.010
H 0.067 -2.296 1.247
H -0.719 0.514 -2.790
H -0.923 -0.920 2.849
*
```

Gap between HOMO and LUMO (spin up / spin down) (hartree): 0.2513 / 0.2974
LUMO (spin up / spin down) (eV): 0.38 / -1.49
<S²>: 2.018

---

(10)
DFT (ωB97M-V/def2-TZVPD) results for a molecular structure, C17H34N8O2Ti at a distorted geometry.

The geometry in ORCA input format:
```
! wB97M-V def2-TZVPD RIJCOSX def2/J DEFGRID3
* xyz 2 3
Ti 0.104 0.261 -0.212
C 4.411 -0.311 0.713
C 3.665 -1.624 0.928
C 3.267 -1.789 2.402
C 2.477 -1.817 0.003
C 2.142 -0.917 -1.002
C 1.103 -1.199 -1.910
C 0.354 -2.367 -1.809
C -0.651 -2.750 -2.860
C 0.686 -3.264 -0.782
C 1.722 -3.002 0.082
H 5.240 -0.246 1.418
H 3.760 0.548 0.885
H 4.838 -0.237 -0.289
H 4.350 -2.441 0.675
H 2.548 -1.016 2.691
H 4.148 -1.680 3.033
H 2.841 -2.773 2.612
H 2.798 -0.083 -1.199
H 1.027 -0.623 -2.820
H -0.249 -3.565 -3.465
H -0.873 -1.923 -3.534
H -1.582 -3.114 -2.419
H 0.146 -4.203 -0.708
H 1.988 -3.749 0.822
N -3.182 2.616 0.893
N -2.577 2.736 2.146
C -1.299 2.351 2.341
N -0.771 2.602 3.538
N -0.650 1.801 1.322
N 0.616 1.271 1.559
O 1.425 1.443 0.496
O 1.037 0.825 2.662
H -3.275 3.534 0.474
H -4.108 2.228 1.017
H -3.010 3.321 2.842
H -1.305 3.057 4.259
H 0.113 2.183 3.780
N -1.992 0.170 -0.808
C -2.689 0.098 -2.131
C -2.158 1.069 -3.171
C -2.003 2.513 -2.678
C -0.692 2.875 -1.940
N 0.287 1.744 -1.888
H -2.392 -0.561 -0.229
H -2.289 1.036 -0.345
H -3.750 0.291 -1.973
H -2.601 -0.920 -2.498
H -2.874 1.068 -3.992
H -1.230 0.686 -3.605
H -2.858 2.749 -2.035
H -2.094 3.175 -3.538
H -0.881 3.182 -0.918
H -0.228 3.718 -2.445
H 1.185 2.153 -1.649
H 0.406 1.412 -2.836
C -0.805 -2.311 3.450
C -0.610 -1.654 2.164
N -0.458 -1.144 1.155
H -1.277 -3.281 3.300
H -1.435 -1.698 4.094
H 0.164 -2.452 3.930
*
```

Gap between HOMO and LUMO (spin up / spin down) (hartree): 0.2954 / 0.2928
LUMO (spin up / spin down) (eV): -5.95 / -6.92
<S²>: 2.011

---

(11)
DFT (ωB97M-V/def2-TZVPD) results for a single CH3PS molecule at a distorted geometry.

The geometry in ORCA input format:
```
! wB97M-V def2-TZVPD RIJCOSX def2/J DEFGRID3
* xyz 0 1
C 0.186 0.319 -0.387
P 0.963 -1.261 -0.089
S 1.883 0.673 0.027
H 0.198 0.590 -1.376
H -0.585 0.751 0.248
H 0.418 -1.461 1.254
*
```

Gap between HOMO and LUMO (hartree): 0.3468
LUMO (eV): 0.46
Structure (SMILES): C1PS1

---

(12)
DFT (ωB97M-V/def2-TZVPD) results for 2 unconnected molecules or ions with the total composition CH4F2Si at a distorted geometry.

The geometry in ORCA input format:
```
! wB97M-V def2-TZVPD RIJCOSX def2/J DEFGRID3
* xyz 0 1
C -0.659 0.635 0.257
F 1.948 0.513 1.355
F 0.797 -0.695 -1.940
Si -0.022 -0.923 -0.594
H -0.688 0.397 1.313
H 0.006 1.365 -0.025
H -1.620 1.075 -0.065
H 0.237 -2.367 -0.301
*
```

Gap between HOMO and LUMO (spin up / spin down) (hartree): 0.2398 / 0.2398
LUMO (spin up / spin down) (eV): -2.22 / -2.22

---

(13)
DFT (ωB97M-V/def2-TZVPD) results for 2 unconnected molecules or ions with the total composition C3H6N2O at a distorted geometry.

The geometry in ORCA input format:
```
! wB97M-V def2-TZVPD RIJCOSX def2/J DEFGRID3
* xyz 0 1
C 0.899 0.320 0.002
C 0.516 1.730 -0.196
N -0.665 1.647 -0.770
C -1.251 0.399 -0.579
N -0.175 -0.471 -0.355
H 1.812 -0.072 0.723
H 1.250 2.531 -0.327
H -1.175 2.431 -1.240
H -2.270 0.104 -0.445
O 0.584 -2.874 1.326
H 0.376 -1.956 1.010
H 0.237 -2.969 2.185
*
```

Gap between HOMO and LUMO (hartree): 0.3422
LUMO (eV): 0.69
Structure (SMILES): c1c[nH]cn1.O

---

(14)
DFT (ωB97M-V/def2-TZVPD) results for 2 unconnected molecules or ions with the total composition C22H19N3O3 at a distorted geometry.

The geometry in ORCA input format:
```
! wB97M-V def2-TZVPD RIJCOSX def2/J DEFGRID3
* xyz 0 1
C -0.462 -1.619 1.809
C -1.281 -0.339 1.968
O -2.492 -0.321 2.204
N -0.427 0.726 1.825
C 0.848 0.249 1.612
O 1.873 0.871 1.402
O 0.878 -1.156 1.650
H -0.564 -2.258 2.699
H -0.800 -2.184 0.927
C 1.616 3.701 -2.809
N 0.784 3.975 -1.653
C 0.823 3.286 -0.473
C -0.127 3.828 0.423
C -0.404 3.367 1.723
C -0.996 4.157 2.725
C -1.102 5.563 2.898
N -1.907 5.836 3.965
C -2.313 7.168 4.366
C -2.348 4.641 4.549
C -1.772 3.579 3.818
C -2.195 2.284 4.039
C -3.208 2.046 4.976
C -3.786 3.111 5.687
C -3.361 4.435 5.477
C -0.799 4.908 -0.308
C -0.181 4.985 -1.585
C -0.584 5.874 -2.574
C -1.673 6.711 -2.280
C -2.319 6.630 -1.037
C -1.903 5.709 -0.060
H 1.265 4.311 -3.645
H 2.668 3.946 -2.604
H 1.558 2.639 -3.080
H 1.512 2.465 -0.300
H -0.046 2.388 2.018
H -0.656 6.358 2.307
H -3.044 7.084 5.173
H -1.447 7.749 4.712
H -2.760 7.702 3.516
H -1.745 1.502 3.441
H -3.548 1.022 5.132
H -4.579 2.904 6.405
H -3.803 5.284 5.996
H -0.061 5.907 -3.528
H -2.026 7.425 -3.025
H -3.161 7.289 -0.822
H -2.426 5.608 0.887
*
```

Gap between HOMO and LUMO (hartree): 0.2452
LUMO (eV): -1.39

---

(15)
DFT (ωB97M-V/def2-TZVPD) results for a molecular structure, C26H42BrNOP2Pd at a distorted geometry.

The geometry in ORCA input format:
```
! wB97M-V def2-TZVPD RIJCOSX def2/J DEFGRID3
* xyz 0 1
C 2.968 4.965 -0.203
C 1.801 4.344 -0.659
C 1.772 3.851 -1.984
C 2.917 4.022 -2.779
N 4.004 4.628 -2.309
C 4.060 5.085 -1.065
C 0.737 4.156 0.269
C -0.205 3.981 1.036
C -1.227 3.084 1.512
C -0.893 1.997 2.332
C -1.874 1.023 2.656
C -2.933 0.937 1.704
C -3.394 2.139 1.075
C -2.532 3.214 0.991
Pd -1.564 -0.472 1.037
P 0.994 -0.546 0.513
H 0.877 3.369 -2.385
H 3.007 5.346 0.813
H 2.920 3.678 -3.819
H 4.966 5.583 -0.723
H -2.802 4.134 0.452
H 0.134 1.911 2.691
H -4.381 2.144 0.632
H -1.986 0.539 3.609
C 1.865 -2.165 0.793
C 3.170 -2.498 0.081
H 1.107 -2.929 0.571
H 2.020 -2.191 1.881
H 3.433 -3.533 0.330
H 3.106 -2.432 -1.009
H 4.003 -1.872 0.417
C 1.475 -0.029 -1.203
C 2.899 0.396 -1.562
H 0.799 0.810 -1.421
H 1.165 -0.859 -1.852
H 2.950 0.564 -2.647
H 3.188 1.345 -1.097
H 3.659 -0.356 -1.322
C 2.015 0.593 1.541
C 3.533 0.426 1.654
H 1.603 0.500 2.555
H 1.795 1.605 1.173
H 3.910 1.212 2.328
H 3.826 -0.535 2.098
H 4.061 0.542 0.698
Br -4.155 -0.602 1.635
P -2.065 -1.930 -0.796
C -0.900 -2.804 -1.905
C -1.408 -4.071 -2.593
H -0.024 -3.057 -1.289
H -0.552 -2.082 -2.656
H -0.608 -4.458 -3.232
H -1.650 -4.865 -1.880
H -2.277 -3.901 -3.238
C -3.049 -3.265 -0.042
C -4.405 -3.515 -0.667
H -3.192 -2.993 1.010
H -2.431 -4.168 -0.047
H -4.967 -4.178 -0.002
H -4.991 -2.598 -0.762
H -4.357 -4.006 -1.643
C -2.980 -0.700 -1.820
C -3.431 -1.113 -3.218
H -2.332 0.190 -1.890
H -3.843 -0.379 -1.218
H -4.026 -0.283 -3.624
H -2.590 -1.263 -3.911
H -4.071 -2.007 -3.211
C 0.193 -0.299 4.785
O 0.260 -1.173 3.664
H -0.784 0.196 4.774
H 0.939 0.486 4.613
H 0.374 -0.789 5.759
H 0.376 -2.077 4.003
*
```

Gap between HOMO and LUMO (hartree): 0.2171
LUMO (eV): 0.33